Below is 13 unconnected molecules or ions with the total composition C57H146N6O19 at a distorted geometry, with properties calculated with wB97M-V/def2-TZVPD.

```
228
Properties=species:S:1:pos:R:3:forces:R:3:lowdin_charge:R:1
C -22.103590 -5.156650 13.830040 0.27 0.15 0.10 -0.0544
C -22.509200 -6.609400 13.586300 2.29 -1.15 -0.39 -0.4226
C -21.354950 -7.382250 12.832540 -0.01 0.70 -0.49 -0.0538
O -22.629020 -7.309440 14.831130 -0.72 0.87 -0.22 -0.0632
H -21.166580 -5.075330 14.380940 0.10 -0.44 0.30 0.0570
H -22.827450 -4.576560 14.402430 -0.25 -0.17 -0.09 0.0740
H -21.867290 -4.615330 12.913940 -0.43 -0.13 -0.31 0.0670
H -23.401990 -6.673740 12.964300 -0.33 0.04 0.25 0.1265
H -21.018760 -6.907000 11.911020 -0.13 0.45 -0.04 0.0719
H -21.563010 -8.402510 12.510240 -0.66 -0.07 0.34 0.0701
H -20.467950 -7.477450 13.458850 -0.09 0.25 0.25 0.0520
H -22.240500 -8.174500 14.681710 0.09 -0.47 0.31 0.0343
C -13.664190 -11.219710 20.643760 0.96 0.49 0.54 -0.0457
C -14.371750 -11.742210 19.444010 -0.18 -0.91 0.42 -0.5390
C -15.454880 -12.718040 19.825590 0.47 -1.16 0.35 -0.0384
O -15.062080 -10.709480 18.889090 -1.68 1.42 -1.23 -0.0875
H -13.008400 -11.998000 21.034010 -0.32 0.07 0.78 0.0908
H -14.382950 -10.723010 21.295510 -0.17 -0.81 0.64 0.0911
H -13.015550 -10.365410 20.450040 0.33 -0.09 -0.72 0.0718
H -13.639360 -12.128100 18.734930 0.05 -0.46 -0.21 0.1443
H -16.079970 -13.075200 19.007180 0.12 0.32 -0.23 0.0757
H -16.091270 -12.228860 20.563030 -0.06 -0.12 0.09 0.0818
H -15.002290 -13.611570 20.255540 -0.12 -0.07 0.31 0.0854
H -14.399750 -10.083150 18.588050 0.47 1.20 -0.76 0.0332
C -16.392870 -3.477760 12.345040 0.14 -0.92 0.87 -0.0534
C -17.790740 -4.120780 12.212170 0.30 2.94 -2.47 -0.4152
C -18.822660 -2.987390 11.785540 0.23 -1.27 1.90 -0.0420
O -17.799690 -5.061610 11.122760 -0.02 -1.08 1.21 -0.0715
H -15.681270 -4.174960 12.787360 0.08 -0.59 -0.39 0.0419
H -16.337090 -2.702300 13.109010 -0.54 0.57 -0.37 0.0605
H -15.991990 -3.169170 11.379540 -0.13 0.28 0.05 0.0851
H -18.087110 -4.539660 13.173840 -0.18 -0.57 -0.43 0.1230
H -19.755960 -3.524070 11.615180 -0.10 0.28 -0.37 0.0618
H -18.546250 -2.332100 10.959520 0.25 -0.40 -0.10 0.0767
H -18.975310 -2.377320 12.675830 -0.09 0.33 -0.02 0.0640
H -17.412310 -4.688340 10.327640 0.06 0.40 0.19 0.0802
C -18.018150 -9.041350 20.215070 -0.44 -0.55 0.86 -0.0464
C -18.556180 -10.422210 19.716100 -0.48 1.89 0.90 -0.4308
C -20.124150 -10.391010 19.538120 1.02 0.01 -0.31 -0.0160
O -17.816890 -10.682880 18.564650 -1.31 -0.70 -1.75 -0.0787
H -18.451770 -8.815780 21.189330 -0.03 0.14 0.15 0.0776
H -18.209090 -8.181830 19.572520 -0.45 -0.27 -0.38 0.0567
H -16.934530 -9.046750 20.332690 0.14 -0.34 0.09 0.0677
H -18.361490 -11.190240 20.464650 0.22 -0.05 0.19 0.1208
H -20.502450 -9.390140 19.330150 0.16 0.07 -0.13 0.0679
H -20.610950 -10.731780 20.451900 0.16 -0.01 0.07 0.0740
H -20.462370 -11.040480 18.730720 0.19 -0.07 -0.02 0.0592
H -16.876870 -10.697470 18.758920 0.74 0.05 0.17 0.0297
C -16.716760 -8.345720 16.547790 1.81 0.48 -0.94 -0.0306
C -18.047580 -7.604070 16.660380 1.70 0.21 -0.86 -0.4681
C -18.268940 -6.777440 15.393500 -0.34 0.22 -0.26 -0.0223
O -18.951860 -8.618660 16.795630 -2.53 -0.87 -0.12 -0.0472
H -16.726940 -9.214840 15.890030 -1.04 -0.35 0.10 0.0732
H -16.235090 -8.703280 17.457860 -0.31 0.28 0.25 0.0718
H -15.974600 -7.813330 15.952930 0.24 0.84 0.52 0.0453
H -18.082000 -6.982640 17.555220 0.27 0.46 0.07 0.1169
H -17.461070 -6.052170 15.296460 0.12 -0.11 -0.10 0.0580
H -19.187060 -6.202930 15.270590 -0.31 0.02 0.86 0.0573
H -18.331480 -7.397380 14.499150 0.59 -0.39 -0.01 0.0782
H -18.510400 -9.275850 17.338590 -0.16 -0.83 0.40 0.0507
C -13.230100 -6.884820 11.953940 0.15 -1.08 1.01 -0.0259
C -13.704890 -8.317700 12.313470 -0.54 1.52 -0.09 -0.4970
C -14.870890 -8.270910 13.263210 -0.24 1.00 0.80 -0.0546
O -14.181260 -8.860550 11.129410 0.20 -1.72 -1.35 -0.0448
H -12.581860 -6.885740 11.077660 0.12 -0.13 0.18 0.0853
H -12.720800 -6.524450 12.847720 -0.06 0.64 -0.21 0.0456
H -14.130440 -6.320110 11.711890 0.06 0.34 0.17 0.0741
H -12.920370 -8.925820 12.763820 0.24 -0.19 -0.55 0.1279
H -14.595760 -7.770710 14.191760 0.14 -0.26 0.27 0.0499
H -15.356390 -9.228720 13.450250 0.26 -0.07 0.01 0.0713
H -15.616180 -7.589830 12.852410 -0.32 -0.06 -0.26 0.0826
H -14.867560 -8.278940 10.794260 -0.12 0.04 -0.03 0.0909
C -19.365520 -10.821000 13.641980 -1.01 -1.40 -0.76 -0.0352
C -20.605850 -11.029650 14.550310 1.22 -0.01 1.26 -0.4418
C -20.331330 -11.954320 15.761250 0.69 0.08 -0.14 -0.0484
O -20.928830 -9.731990 14.971640 -1.59 0.44 0.05 -0.0774
H -19.696500 -10.460260 12.668110 -0.11 0.04 -0.07 0.0717
H -18.902790 -11.791900 13.464950 0.44 0.06 -0.04 0.0694
H -18.643040 -10.078390 13.980600 -0.08 -0.23 0.62 0.0692
H -21.465470 -11.530410 14.104900 -0.04 0.73 -0.82 0.1356
H -19.359890 -11.706730 16.189170 0.27 -0.24 0.02 0.0612
H -20.363990 -12.991100 15.426410 0.39 -0.12 -0.05 0.0755
H -21.017150 -11.917110 16.607630 -0.48 0.50 -0.38 0.0678
H -20.139270 -9.335070 15.346680 0.28 0.21 0.53 0.0488
C -9.729330 -14.577270 13.926850 -0.08 -0.21 0.76 -0.0986
O -10.410980 -15.641170 14.573770 0.16 -0.63 -0.43 -0.1924
C -11.744370 -15.872440 14.166840 -0.63 0.51 1.14 -0.2110
C -12.644280 -14.628640 14.411250 0.90 -1.01 -0.82 -0.2034
N -12.751060 -13.848790 13.186540 -0.50 0.57 0.67 -0.0528
C -13.357230 -12.514130 13.365030 0.36 -0.61 -1.36 -0.1767
C -14.832710 -12.464940 13.757270 1.33 0.07 -0.37 -0.2168
O -14.889460 -12.636810 15.133210 0.54 -0.25 0.17 -0.1845
C -16.120850 -12.315080 15.644700 -1.14 0.71 0.87 -0.1146
H -8.685560 -14.677490 14.224480 0.04 -0.08 -0.18 0.0872
H -10.084490 -13.642000 14.359560 -0.06 0.34 -0.42 0.0552
H -9.826490 -14.585670 12.841220 -0.12 0.01 -0.01 0.0910
H -12.155950 -16.648780 14.811820 0.45 -0.13 0.38 0.1111
H -11.841540 -16.330950 13.182760 0.22 0.54 -0.58 0.1170
H -12.130960 -14.017390 15.153530 -0.24 -0.07 0.17 0.0967
H -13.577740 -15.012990 14.822370 -0.34 0.39 0.07 0.1106
H -13.342400 -14.357780 12.545180 0.03 -0.10 -0.28 0.1056
H -13.208830 -12.055290 12.387510 -0.39 0.27 -0.16 0.1151
H -12.724350 -11.911120 14.016140 -0.23 -0.19 0.39 0.0900
H -15.419070 -13.245950 13.273220 -0.05 -0.19 -0.36 0.1294
H -15.224240 -11.500650 13.433290 -0.30 0.29 0.16 0.1053
H -16.062420 -12.452060 16.724480 -0.32 0.01 -0.08 0.0845
H -16.978520 -12.827720 15.209140 0.08 -0.87 -0.03 0.0870
H -16.393620 -11.282520 15.426740 0.27 0.54 0.18 0.0673
C -20.822220 -6.078950 17.986740 -1.25 -0.27 -0.68 -0.0842
O -21.874330 -5.401170 18.690300 1.22 0.41 0.57 -0.1824
C -22.669030 -4.569550 17.891240 -1.63 0.01 -0.70 -0.2477
C -23.752620 -3.944050 18.780970 1.11 -0.57 -0.08 -0.2185
N -24.639450 -2.990070 18.092380 0.65 -0.45 1.05 -0.0464
C -25.590700 -2.398380 19.081140 0.95 -0.28 -0.84 -0.1756
C -24.843290 -1.435400 20.046240 -1.00 -0.96 -0.85 -0.2275
O -24.099350 -0.543370 19.237600 0.58 0.91 0.33 -0.1972
C -23.209680 0.295890 19.999420 -0.30 -0.50 0.20 -0.0776
H -20.201460 -5.444520 17.354090 -0.09 0.55 0.03 0.0685
H -21.359650 -6.764180 17.331210 0.49 -0.39 -0.28 0.0902
H -20.136650 -6.629140 18.631240 -0.49 0.11 0.44 0.0662
H -23.220490 -5.122550 17.130870 0.30 -0.44 -0.38 0.1196
H -22.148340 -3.765390 17.371320 0.64 0.07 0.01 0.1206
H -23.105740 -3.436200 19.496330 -0.41 0.03 0.91 0.0973
H -24.270350 -4.794350 19.224860 -0.29 0.29 0.26 0.1272
H -23.959990 -2.249250 17.994300 -0.23 0.67 -1.00 0.0767
H -26.066550 -3.239870 19.584680 -0.04 0.21 0.39 0.1120
H -26.356770 -1.909600 18.479200 0.00 0.38 0.29 0.1087
H -24.196170 -2.043430 20.678410 0.16 0.19 0.25 0.1096
H -25.612630 -0.946600 20.643990 0.20 0.42 0.27 0.1185
H -22.844720 1.180510 19.477550 -0.60 -0.14 -0.58 0.0875
H -22.298610 -0.236910 20.271760 -0.05 -0.38 0.23 0.0638
H -23.722630 0.628020 20.902010 0.07 0.07 0.14 0.0853
C -19.276520 -0.813860 19.857300 -0.89 -0.58 0.95 -0.1136
O -18.787600 -2.152070 19.809580 0.42 0.00 0.10 -0.2172
C -19.587440 -3.163310 20.472980 -0.26 0.38 -0.59 -0.1722
C -18.887540 -4.540800 20.443460 -0.33 1.91 0.51 -0.2012
N -17.692870 -4.521370 21.267100 -0.87 -0.18 0.14 -0.0426
C -16.931240 -5.737560 21.096990 0.61 0.82 -0.09 -0.2220
C -15.629630 -5.696810 21.861980 -1.46 -0.26 0.45 -0.2459
O -14.899660 -4.633240 21.318970 2.01 0.31 0.62 -0.1699
C -13.650970 -4.427860 22.012660 0.32 -0.43 0.22 -0.0952
H -20.145130 -0.674390 19.213740 0.22 0.05 -0.67 0.0742
H -18.514540 -0.044060 19.735250 0.29 -0.52 -0.63 0.0879
H -19.697380 -0.561660 20.830630 0.04 -0.31 0.59 0.0729
H -20.529600 -3.307710 19.944220 -0.21 0.13 -0.33 0.1005
H -19.867530 -2.767250 21.449080 0.32 -0.35 0.44 0.1197
H -18.710680 -4.726210 19.384010 0.31 -0.28 -0.33 0.1022
H -19.613090 -5.276790 20.789860 0.03 -0.10 0.12 0.1237
H -17.180690 -3.679720 21.044820 0.41 -0.15 -0.06 0.1052
H -16.591520 -5.808230 20.063700 -0.30 -0.59 -0.62 0.1149
H -17.551110 -6.581000 21.401080 0.13 -0.09 -0.14 0.1088
H -15.200630 -6.695710 21.782970 0.78 0.04 -0.20 0.1181
H -15.868130 -5.535880 22.913320 0.22 0.22 0.33 0.1257
H -12.981840 -3.706870 21.543040 -0.68 0.27 -0.46 0.0808
H -13.028200 -5.317910 22.102480 -0.29 -0.64 -0.52 0.0742
H -13.724940 -4.142120 23.061940 -0.81 0.40 0.09 0.0855
C -14.217460 5.401040 13.714880 -1.01 -0.73 0.07 -0.0721
O -15.321400 4.440600 13.829950 0.23 0.98 -0.32 -0.1871
C -15.058030 3.187840 14.433170 0.83 0.45 0.33 -0.2420
C -16.257950 2.311320 14.573040 -1.33 0.46 -0.73 -0.2538
N -16.065710 1.148830 15.361000 0.72 -0.06 1.35 -0.1003
C -16.981110 0.095230 14.954470 2.01 0.14 1.16 -0.1796
C -16.775160 -1.017980 15.972420 -1.00 -0.62 -1.16 -0.2176
O -17.662020 -1.996230 15.533640 -1.20 -0.76 -1.61 -0.2267
C -18.149870 -2.911850 16.462890 0.19 0.88 0.86 -0.0824
H -14.611900 6.394080 13.499500 -0.61 -0.18 0.26 0.0785
H -13.587930 5.219070 12.843860 0.27 -0.64 0.18 0.0782
H -13.656690 5.481970 14.646050 0.17 -0.27 -0.03 0.0814
H -14.720060 3.330370 15.459610 0.62 0.14 0.16 0.1248
H -14.326290 2.633360 13.845620 0.48 -0.03 0.04 0.1253
H -16.560630 1.911340 13.605310 -0.45 0.86 -0.64 0.1165
H -17.060400 2.823330 15.104090 -0.30 0.59 -0.73 0.1322
H -15.100490 0.852160 15.340040 0.05 -0.38 -0.10 0.1107
H -16.606950 -0.266320 13.996670 -0.69 -0.35 -0.48 0.1159
H -18.003390 0.465970 14.879670 0.08 -0.14 0.18 0.1361
H -16.992440 -0.785860 17.015010 0.30 0.47 0.07 0.1312
H -15.791170 -1.456990 15.807690 0.57 0.51 0.57 0.0980
H -19.047060 -3.393740 16.074390 0.40 -0.39 -0.24 0.0891
H -18.479500 -2.334980 17.326980 -0.07 -0.23 0.50 0.0737
H -17.318820 -3.546480 16.770640 -0.44 -0.75 0.15 0.0722
C -10.822960 -5.940410 20.212190 -1.35 0.51 -0.06 -0.0981
O -11.832080 -6.899630 19.949790 -0.80 -0.92 -0.13 -0.1973
C -12.707230 -6.534980 18.861560 -0.48 0.15 0.43 -0.1691
C -13.857730 -7.572950 18.561440 1.17 1.95 0.29 -0.1608
N -13.315990 -8.769230 17.980500 0.23 -0.65 0.85 -0.0637
C -12.977510 -8.642380 16.584340 -0.10 -1.35 -0.43 -0.1489
C -12.508850 -9.996270 15.984100 -0.27 0.49 0.39 -0.1940
O -11.410810 -10.427190 16.743250 1.14 0.01 0.78 -0.1929
C -10.684860 -11.545200 16.263640 -0.23 0.45 -1.21 -0.0965
H -10.222630 -6.213060 21.080150 0.14 -0.53 -0.42 0.0949
H -11.360790 -5.048020 20.532340 0.26 0.55 -0.16 0.0585
H -10.270360 -5.720220 19.298820 0.43 -0.02 0.10 0.0849
H -12.040130 -6.333260 18.023470 -0.14 -0.32 -0.56 0.0954
H -13.242920 -5.600370 19.027820 0.14 0.37 0.60 0.0962
H -14.558150 -7.046940 17.912740 0.07 -0.10 -0.31 0.0963
H -14.430070 -7.764370 19.469120 0.22 -0.22 0.27 0.1154
H -12.453380 -8.827900 18.502580 0.42 -0.95 0.01 0.1111
H -12.160880 -7.935030 16.439890 -0.10 0.33 -0.30 0.0992
H -13.909530 -8.340330 16.106630 0.36 0.21 -0.44 0.0910
H -12.230730 -9.810340 14.946710 0.22 0.02 -0.34 0.1041
H -13.256180 -10.789740 15.982080 -0.51 0.14 0.10 0.1137
H -9.671380 -11.610300 16.659520 -0.39 0.08 0.83 0.0943
H -10.472790 -11.411300 15.202880 -0.21 0.08 -0.50 0.0754
H -11.242210 -12.479270 16.334140 0.03 -0.08 0.44 0.0754
C -14.772250 -3.407880 17.596920 1.47 0.35 1.37 -0.1149
O -14.923610 -4.675350 16.996720 -0.49 0.52 -1.36 -0.1855
C -14.925030 -4.536690 15.562390 -0.05 -0.18 -0.28 -0.1972
C -13.516100 -4.293000 14.945690 -2.68 -0.85 0.04 -0.2038
N -12.671200 -5.430980 15.212540 -0.18 0.11 0.42 -0.0414
C -11.331040 -5.151920 14.731120 0.53 -0.24 -0.05 -0.1925
C -10.255950 -6.254090 14.888080 -0.72 0.96 -0.10 -0.2254
O -9.865580 -6.419850 16.215330 -0.67 0.68 0.41 -0.2157
C -9.070720 -7.567330 16.405140 -0.63 0.78 0.21 -0.0812
H -15.580350 -3.003290 18.206330 -0.59 -0.71 -0.07 0.0897
H -14.492900 -2.568180 16.960540 0.03 -0.39 -0.58 0.0710
H -13.920740 -3.552420 18.261850 0.04 0.40 0.39 0.0824
H -15.585500 -3.717460 15.278230 0.02 0.34 0.03 0.0892
H -15.420780 -5.407290 15.132990 0.39 -0.40 0.17 0.0986
H -13.267600 -3.305330 15.334090 1.04 0.14 -0.12 0.1137
H -13.709560 -4.259800 13.873510 0.23 0.44 -0.18 0.1071
H -12.732090 -5.507860 16.217760 0.58 -0.50 0.32 0.0839
H -11.041730 -4.186170 15.145510 0.79 0.09 0.06 0.1191
H -11.445610 -5.006000 13.657030 0.16 0.11 -0.18 0.1060
H -9.368190 -5.987150 14.314730 0.05 0.20 -0.41 0.1229
H -10.648830 -7.178160 14.464000 -0.18 -0.36 -0.01 0.1130
H -9.687750 -8.400940 16.069790 0.47 -0.62 0.23 0.0763
H -8.897630 -7.541500 17.481000 0.28 -0.66 -0.12 0.0952
H -8.145010 -7.457910 15.840180 0.21 -0.33 -0.02 0.0912
```
Positions in Å, forces in eV/Å.

The HOMO energy is -0.320 hartree. As for the net charge: 0. As for the orbital gap: 9.1 eV. The electronic energy is -109308.3819 eV.